# C40H36N2O4S2

A cluster of 2 separate species, C40H36N2O4S2 in total (the ωB97M-V functional and the def2-TZVPD basis, the Open Molecules 2025 dataset).

The geometry in ORCA input format:
```
! wB97M-V def2-TZVPD RIJCOSX def2/J DEFGRID3
* xyz 0 1
C -5.96239 -1.76323 -1.35866
N -5.44292 -2.01817 -0.01132
C -5.95001 -3.20470 0.58963
C -5.62743 -4.45518 0.03183
C -6.19234 -5.61326 0.55961
C -7.09148 -5.52861 1.62910
C -7.44973 -4.27962 2.14860
C -6.87424 -3.11622 1.64238
C -4.15191 -1.54310 0.28914
C -3.91342 -0.86403 1.50763
C -2.70370 -0.22615 1.71460
C -1.62014 -0.37182 0.79699
C -0.33703 0.21262 1.06199
C 0.91189 -0.43866 0.91490
C 2.12826 0.21483 1.30351
C 3.35473 -0.37898 1.10240
C 3.45793 -1.63068 0.45548
N 4.73057 -2.09411 0.03747
C 5.20742 -1.56933 -1.24466
C 5.31434 -3.29301 0.52161
C 5.08537 -4.52080 -0.12066
C 5.61150 -5.69374 0.42722
C 6.40940 -5.63694 1.57445
C 6.73038 -4.40072 2.14862
C 6.17914 -3.23182 1.63363
C 2.27991 -2.30719 0.09580
C 1.04311 -1.76448 0.39505
C -1.86417 -1.12214 -0.38674
C -3.10874 -1.67500 -0.64415
H -5.63224 -0.77230 -1.68492
H -5.62771 -2.52190 -2.08004
H -7.05774 -1.79031 -1.31113
H -4.94553 -4.49832 -0.82274
H -5.92909 -6.58213 0.13345
H -7.52456 -6.43554 2.05110
H -8.17885 -4.20354 2.95308
H -7.13959 -2.12461 2.01669
H -4.71733 -0.81925 2.24692
H -2.55304 0.38610 2.60431
H -0.31498 1.22159 1.48268
H 2.07014 1.20669 1.75536
H 4.27953 0.11723 1.41246
H 6.25594 -1.85346 -1.39331
H 4.60534 -1.96196 -2.07873
H 5.11961 -0.47519 -1.24147
H 4.49073 -4.54962 -1.03822
H 5.39226 -6.65513 -0.04132
H 6.80180 -6.55316 2.01545
H 7.40123 -4.34363 3.00510
H 6.41501 -2.25268 2.05786
H 2.37588 -3.25164 -0.44440
H 0.15226 -2.35316 0.19199
H -1.06880 -1.23096 -1.12640
H -3.29320 -2.25203 -1.55335
C 4.72844 2.29044 -2.18436
C 4.56054 2.11679 -0.80427
C 3.55314 2.81105 -0.13637
C 2.70710 3.64983 -0.86286
S 1.35447 4.50477 -0.04056
C 0.11967 3.33923 0.04854
S -1.51000 3.72359 0.43127
C -1.85701 5.31164 -0.36502
C -1.54442 6.50741 0.29130
C -1.82153 7.72685 -0.32954
C -2.37160 7.74918 -1.61597
C -2.66028 6.55051 -2.27705
C -2.41862 5.32643 -1.64596
O -2.32555 2.71706 -0.21940
O -1.64507 3.98050 1.84641
O 1.82503 4.85310 1.28447
O 1.03550 5.56358 -0.98190
C 2.90883 3.88104 -2.22385
C 3.91198 3.18168 -2.88976
H 5.51603 1.74674 -2.70801
H 5.22742 1.46300 -0.23668
H 3.42094 2.70949 0.94009
H 0.31278 2.40510 -0.45846
H -1.07917 6.49203 1.27875
H -1.57929 8.65672 0.19139
H -2.55603 8.70267 -2.11215
H -3.05823 6.55581 -3.29330
H -2.63270 4.38195 -2.14838
H 2.29300 4.60813 -2.74640
H 4.05327 3.35681 -3.95782
*
```

Calculated values
- highest occupied orbital energy (eV) = -6.77



# C40H37N4O2

A cluster of 2 separate species, C40H37N4O2 in total (the ωB97M-V functional and the def2-TZVPD basis, the Open Molecules 2025 dataset).

The geometry in ORCA input format:
```
! wB97M-V def2-TZVPD RIJCOSX def2/J DEFGRID3
* xyz 1 1
C 5.80554 0.08174 3.45732
C 5.27238 1.37587 3.56537
C 3.89670 1.54885 3.72424
C 3.05425 0.43251 3.84389
C 1.58416 0.67304 4.03342
C 0.73015 -0.41229 4.38997
N -0.51182 -0.50320 3.74055
C -1.31521 0.60547 3.59436
C -2.68587 0.49395 3.35553
C -3.26851 -0.81474 3.18984
C -4.66780 -0.92237 3.05250
C -5.48198 0.20745 3.11603
C -4.90826 1.49311 3.24229
C -3.53080 1.64168 3.32853
C -2.38424 -1.92238 3.23246
C -1.05659 -1.76000 3.51619
O 1.16252 1.85277 3.91421
C 3.58580 -0.85229 3.69622
C 4.95832 -1.03387 3.51221
H 6.88101 -0.05468 3.30394
H 5.91703 2.25334 3.49221
H 3.44536 2.54159 3.68853
H 1.14800 -1.37721 4.67411
H -0.83058 1.57742 3.66534
H -5.08625 -1.92564 2.93456
H -6.56377 0.09035 3.07049
H -5.56512 2.36810 3.27473
H -3.06762 2.62795 3.40047
H -2.75014 -2.92490 3.02815
H -0.34973 -2.58103 3.62441
H 2.90347 -1.69965 3.66159
H 5.35328 -2.04529 3.38746
C 5.23477 3.31326 11.16135
N 4.60803 3.17720 9.86057
C 4.89286 4.04674 8.85063
O 5.67120 4.99369 8.93562
C 4.09057 3.60903 7.63022
C 4.96781 3.25594 6.43373
C 5.82557 4.39763 5.97010
C 7.21411 4.25178 5.90420
C 8.00869 5.34869 5.56366
C 7.40660 6.57188 5.23025
C 6.00926 6.69780 5.25598
C 5.21789 5.59972 5.59955
N 3.33593 2.45837 8.14004
C 2.44978 1.82718 7.32055
C 1.68160 0.72402 7.66568
C 0.60398 0.19893 6.93316
C -0.24211 -0.84678 7.48575
C -1.39628 -1.30799 6.78838
C -2.13868 -2.38443 7.24860
C -1.88695 -2.92608 8.51258
C -2.74573 -3.97888 8.98308
N -3.47856 -4.84178 9.28935
C -0.84252 -2.40870 9.29068
C -0.01707 -1.41038 8.77955
C 3.62441 2.14397 9.54770
C 4.26477 0.75830 9.73218
C 2.40231 2.33337 10.46764
H 5.95946 4.12646 11.09260
H 4.49028 3.54943 11.93354
H 5.74697 2.38199 11.43481
H 3.39238 4.42365 7.36423
H 5.58511 2.38734 6.70823
H 4.30945 2.92580 5.62417
H 7.65789 3.28749 6.16000
H 9.09757 5.25194 5.56396
H 8.02667 7.42987 4.95087
H 5.52984 7.64927 5.01474
H 4.12802 5.66797 5.61360
H 2.35955 2.26603 6.32472
H 1.95462 0.29153 8.62970
H 0.20726 0.79054 6.08147
H -1.70981 -0.80886 5.87651
H -2.95930 -2.78510 6.65310
H -0.67689 -2.77176 10.30753
H 0.79843 -1.03391 9.39727
H 5.21578 0.72785 9.17956
H 4.45120 0.59336 10.80289
H 3.62255 -0.04445 9.35962
H 2.12423 3.39872 10.47449
H 1.54475 1.73350 10.13726
H 2.68085 2.03253 11.48921
*
```

Calculated values
- energy above the lowest of the compared OMol25 structures with the same formula, charge and spin (eV) = 1.108
- highest occupied orbital energy (eV) = -10.03



# C40H37N4P2V

A structure of composition C40H37N4P2V (the ωB97M-V functional and the def2-TZVPD basis, the Open Molecules 2025 dataset).

The geometry in ORCA input format:
```
! wB97M-V def2-TZVPD RIJCOSX def2/J DEFGRID3
* xyz 2 3
V -0.00606 -0.07543 -0.32518
N -0.19970 2.86253 -0.32850
P 1.03722 2.02028 0.51056
C 2.59034 2.48857 -0.30200
C 3.42990 1.54463 -0.88651
C 4.58080 1.94844 -1.55492
C 4.88907 3.29600 -1.64995
C 4.05949 4.24750 -1.06060
C 2.92235 3.84610 -0.38112
C 1.13962 2.87794 2.09318
C 0.10650 3.69465 2.54109
C 0.23659 4.37236 3.74636
C 1.38616 4.21868 4.50966
C 2.41411 3.39299 4.06795
C 2.29571 2.72788 2.85839
P -1.02933 1.83105 -1.38971
C -2.45912 2.79796 -1.89202
C -2.96588 2.68198 -3.18624
C -4.04552 3.46227 -3.56996
C -4.61715 4.35122 -2.66816
C -4.12420 4.45128 -1.37363
C -3.04978 3.66877 -0.97718
C -0.01787 1.58498 -2.87053
C -0.20103 0.38924 -3.57104
C 0.53724 0.12817 -4.71908
C 1.47808 1.05242 -5.15002
C 1.67428 2.24177 -4.44704
C 0.92733 2.51159 -3.31198
H -0.11593 3.85513 -0.52807
H 3.20153 0.49382 -0.80940
H 5.24054 1.20993 -1.99426
H 5.78488 3.61039 -2.17118
H 4.31160 5.29951 -1.11896
H 2.29967 4.59214 0.10366
H -0.79786 3.81021 1.95528
H -0.56172 5.01915 4.08941
H 1.48536 4.74867 5.44892
H 3.31268 3.27789 4.66118
H 3.11000 2.10218 2.50765
H -2.51935 1.99843 -3.89711
H -4.43691 3.38108 -4.57618
H -5.45251 4.96874 -2.97561
H -4.57948 5.13590 -0.66951
H -2.68085 3.73467 0.03906
H -0.95910 -0.32204 -3.24769
H 0.36739 -0.78154 -5.28292
H 2.05682 0.85406 -6.04374
H 2.40580 2.96216 -4.79243
H 1.08598 3.44143 -2.77467
C 3.79352 -3.38360 -2.50250
N 3.02859 -2.64494 -1.48312
C 3.22539 -2.70316 -0.12039
C 2.32054 -1.86744 0.43804
N 1.56520 -1.28825 -0.57794
C 2.03003 -1.79567 -1.72368
H 4.50639 -4.02677 -1.99796
H 4.33057 -2.68957 -3.14184
H 3.12469 -3.99650 -3.09922
H 3.97786 -3.33337 0.32671
H 2.15068 -1.63950 1.47707
H 1.68158 -1.54879 -2.71377
C -0.91750 -0.08904 5.04053
C -1.17240 0.94097 4.15047
C -1.22261 0.68254 2.78655
C -1.00012 -0.60040 2.31563
C -0.76694 -1.64309 3.20688
C -0.72188 -1.38356 4.56632
N -1.01453 -0.86390 0.89590
C -1.95153 -1.83976 0.38377
C -1.54338 -2.76192 -0.57097
C -2.46192 -3.65934 -1.10998
C -3.77301 -3.64999 -0.67312
C -4.17209 -2.73581 0.30222
C -3.27105 -1.82726 0.82520
H -0.88810 0.10862 6.10468
H -1.34782 1.94548 4.51594
H -1.48172 1.46346 2.08163
H -0.62735 -2.65033 2.82911
H -0.53852 -2.19431 5.26081
H -0.49968 -2.82458 -0.85209
H -2.13868 -4.38522 -1.84552
H -4.48378 -4.36028 -1.07637
H -5.19660 -2.73215 0.65418
H -3.58073 -1.10646 1.57251
*
```

Calculated values
- <S²> = 2.054
- highest occupied orbital energy (spin up / spin down) (eV) = -13.37 / -13.39



# C40H37N8O3S3Ti

A structure of composition C40H37N8O3S3Ti (the ωB97M-V functional and the def2-TZVPD basis, the Open Molecules 2025 dataset).

The geometry in ORCA input format:
```
! wB97M-V def2-TZVPD RIJCOSX def2/J DEFGRID3
* xyz 1 3
Ti 0.02900 -0.22780 0.57927
N -2.07317 0.04150 3.31676
C -2.01802 -1.22220 2.82226
N -2.61366 -2.14722 3.54554
C -2.53212 -3.39544 3.03991
N -3.16128 -4.35281 3.74940
N -1.89376 -3.75746 1.93979
C -1.32740 -2.74974 1.25817
N -1.38323 -1.41925 1.63449
C -0.58845 -3.05018 0.07934
C -0.42007 -4.37827 -0.37220
C 0.37079 -4.62520 -1.45213
C 1.02418 -3.53290 -2.08703
C 0.82139 -2.27655 -1.61521
N -0.00139 -1.98587 -0.56336
H -2.42152 0.10966 4.25806
H -1.38909 0.71290 3.02254
H -3.59486 -4.11385 4.62125
H -3.07681 -5.31035 3.46264
H -0.91975 -5.16877 0.16782
H 0.51566 -5.63547 -1.81154
H 1.69461 -3.68394 -2.92204
H 1.34451 -1.43277 -2.04535
S 4.35682 0.83828 4.40675
C 5.53779 1.53208 5.41173
C 5.29896 2.85480 5.63803
C 4.12547 3.30661 4.97729
C 3.50118 2.32023 4.26648
C 2.27827 2.43302 3.44625
C 1.73822 1.28755 2.82723
N 0.68271 1.30066 2.03841
C 0.05220 2.48321 1.85807
C 0.46758 3.66548 2.44784
C -0.30913 4.86566 2.22992
C -1.45209 4.83645 1.51728
C -1.93403 3.60291 0.94430
C -3.15310 3.48335 0.25724
C -3.57533 2.25679 -0.19638
C -2.71473 1.16392 0.00866
N -1.54738 1.26012 0.60475
C -1.16658 2.45340 1.08548
C -4.87465 2.06853 -0.87487
C -5.96490 2.88751 -0.84085
C -7.05378 2.39843 -1.61447
C -6.76359 1.21332 -2.21666
S -5.18168 0.69535 -1.85493
C 1.62820 3.62434 3.23918
H 6.34964 0.92798 5.78687
H 5.93090 3.48155 6.25016
H 3.76730 4.32570 5.03757
H 2.18842 0.31595 2.98527
H 0.03624 5.79127 2.67317
H -2.03950 5.73650 1.38098
H -3.76476 4.36551 0.09983
H -2.99359 0.16970 -0.32566
H -6.01078 3.80050 -0.26182
H -8.00709 2.89864 -1.70568
H -7.39683 0.61255 -2.85055
H 1.99172 4.54076 3.68895
C 7.69582 -2.65992 2.20947
C 6.30214 -2.21994 1.84701
C 6.06547 -0.97973 1.27355
C 4.78372 -0.55142 0.94046
C 4.65125 0.82819 0.33670
C 3.70331 -1.40609 1.21356
C 3.91369 -2.67341 1.78762
C 2.80681 -3.66877 2.05404
C 5.21449 -3.05349 2.08360
C 2.32440 -0.94884 0.95131
O 2.04330 -0.10413 0.05002
O 1.34145 -1.34029 1.66790
H 8.44595 -1.97422 1.81811
H 7.90602 -3.65638 1.81846
H 7.81700 -2.70684 3.29349
H 6.90274 -0.31954 1.07493
H 5.62889 1.30662 0.31866
H 3.96819 1.46235 0.90620
H 4.25817 0.79092 -0.67781
H 2.10083 -3.73649 1.22551
H 2.22415 -3.40282 2.93604
H 3.24545 -4.65302 2.21298
H 5.38484 -4.03941 2.50452
C -1.67390 -0.62926 -3.25064
S -0.30980 0.49323 -2.99572
C -1.09763 1.98484 -3.52954
O -0.14371 0.68666 -1.50508
H -2.62823 -0.11458 -3.13568
H -1.55772 -1.42238 -2.51301
H -1.57135 -1.04518 -4.25273
H -1.44822 1.83799 -4.55313
H -0.36210 2.78514 -3.49456
H -1.93114 2.18696 -2.85404
*
```

Calculated values
- <S²> = 2.015
- energy above the lowest of the compared OMol25 structures with the same formula, charge and spin (eV) = 0.586
- highest occupied orbital energy (spin up / spin down) (eV) = -7.60 / -10.58